Version A
2 unconnected molecules or ions with the total composition C2H6O2S. Source: the OMol25 dataset; level of theory: the ωB97M-V functional and the def2-TZVPD basis.

Computed properties:
- SMILES = O=CO.CS

Positions of all 11 atoms, in Å:
1 C -1.508 -0.486 -2.383
2 S -0.384 0.925 -2.729
3 H -1.992 -0.344 -1.421
4 H -0.893 -1.380 -2.336
5 H -2.247 -0.542 -3.174
6 H 0.539 0.491 -1.872
7 O 1.085 -1.055 3.026
8 C 1.205 0.119 3.176
9 O 1.843 0.935 2.284
10 H 0.809 0.692 4.018
11 H 1.542 0.647 1.411

Listed below, in e, are the Löwdin charges computed for each atom: C -0.477; S 0.603; H 0.019; H 0.021; H 0.020; H -0.185; O 0.087; C -0.375; O 0.048; H 0.136; H 0.105

=====

Version B
2 unconnected molecules or ions with the total composition C2H6O2S. Source: the OMol25 dataset; level of theory: the ωB97M-V functional and the def2-TZVPD basis.

Positions of all 11 atoms, in Å:
1 C -1.623 -0.775 -0.129
2 C 2.975 0.098 -0.022
3 O -0.917 1.754 0.326
4 O 1.840 -0.290 0.101
5 S -1.921 0.760 0.744
6 H -2.254 -1.571 0.297
7 H -1.490 -0.481 -1.151
8 H -0.599 -1.073 0.095
9 H 3.600 0.104 0.844
10 H 3.577 0.426 -1.031
11 H -3.188 1.048 -0.074

Listed below, in e, are the Löwdin charges computed for each atom: C -0.333; C -0.140; O -0.608; O -0.019; S 0.771; H 0.061; H 0.042; H 0.020; H 0.054; H 0.123; H 0.028

=====

Computed relative energies in units of eV: version A 0.000; version B 2.515

=====

Version A
A single C2H2N4O2 molecule. Source: the OMol25 dataset; level of theory: the ωB97M-V functional and the def2-TZVPD basis.

Computed properties:
- SMILES = O/N=c1/ncnno1

Positions of all 10 atoms, in Å:
1 C 0.431 0.299 -0.129
2 C -1.628 0.948 -0.010
3 H 3.448 0.200 -0.030
4 H -2.298 1.931 -0.294
5 N 1.687 0.515 -0.009
6 N -0.462 1.341 -0.005
7 N -2.096 -0.390 0.301
8 N -1.419 -1.331 -0.087
9 O 2.711 -0.373 0.156
10 O 0.048 -0.946 -0.187

Listed below, in e, are the Löwdin charges computed for each atom: C -0.502; C -0.177; H 0.090; H 0.178; N 0.028; N 0.156; N 0.058; N 0.154; O -0.002; O 0.019

=====

Version B
A single C2H2N4O2 molecule. Source: the OMol25 dataset; level of theory: the ωB97M-V functional and the def2-TZVPD basis.

Computed properties:
- SMILES = [H]/N=c1/nc(O)nno1

Positions of all 10 atoms, in Å:
1 C 0.636 -0.974 -0.115
2 C -0.018 1.251 0.245
3 H 1.057 -2.655 -0.421
4 H -0.761 2.850 0.599
5 N -0.651 -1.327 -0.370
6 N -1.526 -0.432 -0.118
7 N 0.106 2.504 0.200
8 N 1.128 0.291 -0.158
9 O 1.528 -1.956 -0.201
10 O -1.203 0.818 0.471

Listed below, in e, are the Löwdin charges computed for each atom: C -0.438; C -0.524; H 0.030; H 0.060; N 0.137; N 0.129; N 0.157; N 0.235; O 0.179; O 0.036

=====

Version C
A molecular structure, C2H2N4O2. Source: the OMol25 dataset; level of theory: the ωB97M-V functional and the def2-TZVPD basis.

Positions of all 10 atoms, in Å:
1 C -1.160 0.025 -0.154
2 C 1.186 -0.028 -0.004
3 H -2.193 -1.511 0.178
4 H 1.980 -1.534 0.535
5 N -1.118 1.381 -0.160
6 N 0.076 1.948 0.001
7 N 1.286 1.378 -0.033
8 N 0.052 -0.594 0.029
9 O -2.399 -0.467 -0.117
10 O 2.289 -0.598 -0.275

Listed below, in e, are the Löwdin charges computed for each atom: C -0.416; C -0.623; H 0.225; H 0.320; N 0.076; N -0.027; N 0.111; N 0.176; O 0.079; O 0.081

=====

Version D
A single C2H2N4O2 molecule. Source: the OMol25 dataset; level of theory: the ωB97M-V functional and the def2-TZVPD basis.

Computed properties:
- SMILES = O/N=C\c1nnon1

Positions of all 10 atoms, in Å:
1 C -0.021 -0.684 -0.996
2 C -0.378 0.416 -0.117
3 H 2.557 -1.435 0.333
4 H -0.986 -0.979 -1.622
5 N 0.908 -1.565 -0.823
6 N -1.539 1.078 -0.290
7 N -1.752 1.833 0.731
8 N 0.122 0.703 1.038
9 O 1.718 -0.976 0.177
10 O -0.628 1.610 1.571

Listed below, in e, are the Löwdin charges computed for each atom: C -0.110; C -0.369; H 0.108; H 0.160; N 0.052; N 0.081; N 0.104; N 0.106; O -0.097; O -0.035

=====

Computed relative energies in units of eV: version A 2.077; version B 0.106; version C 0.000; version D 0.897

=====

Version A
A single C2H2N4O2 molecule. Source: the OMol25 dataset; level of theory: the ωB97M-V functional and the def2-TZVPD basis.

Computed properties:
- SMILES = [H]/N=c1/nn[nH]oc1=O

Positions of all 10 atoms, in Å:
1 C 0.017 -0.657 -0.573
2 C 0.764 0.576 -0.432
3 H 1.089 -1.406 -1.809
4 H -1.109 1.377 1.931
5 N 0.260 -1.554 -1.404
6 N -1.212 -0.922 0.154
7 N -1.440 -0.236 1.190
8 N -0.452 0.631 1.530
9 O 0.290 1.420 0.461
10 O 1.792 0.771 -1.047

Listed below, in e, are the Löwdin charges computed for each atom: C -0.316; C -0.477; H 0.022; H 0.164; N 0.260; N 0.088; N 0.004; N 0.028; O 0.075; O 0.151

=====

Version B
A single C2H2N4O2 molecule. Source: the OMol25 dataset; level of theory: the ωB97M-V functional and the def2-TZVPD basis.

Computed properties:
- SMILES = O=C/N=c1\nn[nH]o1

Positions of all 10 atoms, in Å:
1 C 1.239 1.677 1.043
2 C -0.334 0.113 0.077
3 H 0.791 2.648 1.292
4 H -1.601 -2.731 -0.571
5 N 0.035 1.027 0.766
6 N 0.114 -0.228 -1.173
7 N -0.577 -1.126 -1.623
8 N -1.516 -1.596 -0.625
9 O 2.416 1.211 0.963
10 O -1.293 -0.860 0.431

Listed below, in e, are the Löwdin charges computed for each atom: C -0.265; C -0.397; H 0.120; H 0.230; N 0.163; N 0.113; N 0.062; N -0.056; O 0.005; O 0.025

=====

Computed relative energies in units of eV: version A 0.000; version B 0.464

=====

Version A
2 unconnected molecules or ions with the total composition C2H2N4O2. Source: the OMol25 dataset; level of theory: the ωB97M-V functional and the def2-TZVPD basis.

Computed properties:
- SMILES = NC(=O)N=C=O.N#N

Positions of all 10 atoms, in Å:
1 C 1.543 -0.257 -0.240
2 C -0.660 1.273 -0.155
3 H 2.340 1.270 0.876
4 H 3.705 -0.309 0.240
5 N 2.589 0.124 0.616
6 N 0.452 0.823 -0.107
7 N -1.515 -1.074 0.693
8 N -2.520 -1.670 0.012
9 O -1.708 2.028 -0.167
10 O 1.160 -1.337 -0.739

Listed below, in e, are the Löwdin charges computed for each atom: C -0.508; C -0.300; H 0.199; H 0.241; N 0.047; N 0.149; N 0.056; N 0.080; O 0.009; O 0.027

=====

Version B
A single C2H2N4O2 molecule. Source: the OMol25 dataset; level of theory: the ωB97M-V functional and the def2-TZVPD basis.

Computed properties:
- SMILES = O=C(O)c1nn[nH]n1

Positions of all 10 atoms, in Å:
1 C 0.273 -1.135 0.723
2 C -0.336 -0.190 -0.139
3 H 2.027 -1.840 1.465
4 H -0.509 2.185 -1.989
5 N -1.051 0.723 0.559
6 N -1.251 1.691 -0.168
7 N -0.555 1.465 -1.329
8 N 0.110 0.273 -1.328
9 O 1.692 -1.422 0.600
10 O -0.399 -1.749 1.607

Listed below, in e, are the Löwdin charges computed for each atom: C -0.362; C -0.295; H 0.149; H 0.129; N 0.070; N 0.036; N -0.001; N 0.187; O 0.024; O 0.064

=====

Computed relative energies in units of eV: version A 2.310; version B 0.000

=====

Version A
A single C3H6N2O molecule. Source: the OMol25 dataset; level of theory: the ωB97M-V functional and the def2-TZVPD basis.

Computed properties:
- SMILES = C=C(O)/N=N/C

Positions of all 12 atoms, in Å:
1 C 2.094 0.512 -0.030
2 C -1.262 0.174 -0.107
3 C -1.054 -1.151 0.243
4 O -2.439 0.743 -0.462
5 N -0.144 0.875 -0.344
6 N 0.823 0.015 -0.513
7 H -3.169 0.232 -0.092
8 H 2.526 1.129 -0.822
9 H 2.751 -0.337 0.162
10 H 2.009 1.127 0.872
11 H -0.306 -1.420 0.968
12 H -1.829 -1.899 0.124

Listed below, in e, are the Löwdin charges computed for each atom: C -0.110; C -0.480; C 0.079; O 0.059; N 0.059; N -0.048; H 0.108; H 0.082; H 0.072; H 0.075; H 0.048; H 0.055

=====

Version B
A single C3H6N2O molecule. Source: the OMol25 dataset; level of theory: the ωB97M-V functional and the def2-TZVPD basis.

Computed properties:
- SMILES = NC(=O)N1CC1

Positions of all 12 atoms, in Å:
1 N -1.984 -0.099 -0.294
2 C -0.854 0.454 0.250
3 O -0.741 1.621 0.563
4 N 0.170 -0.501 0.355
5 C 1.515 -0.093 0.637
6 C 1.266 -0.290 -0.800
7 H -2.103 -1.102 -0.298
8 H -2.816 0.468 -0.259
9 H 1.558 0.941 0.970
10 H 2.113 -0.802 1.197
11 H 1.152 0.641 -1.366
12 H 0.724 -1.238 -0.954

Listed below, in e, are the Löwdin charges computed for each atom: N 0.163; C -0.617; O 0.057; N -0.067; C -0.168; C -0.015; H 0.101; H 0.105; H 0.114; H 0.106; H 0.108; H 0.112

=====

Version C
A single C3H6N2O molecule. Source: the OMol25 dataset; level of theory: the ωB97M-V functional and the def2-TZVPD basis.

Computed properties:
- SMILES = [H]/N=C1\CCON1

Positions of all 12 atoms, in Å:
1 C -0.366 0.778 0.085
2 C -0.476 -0.121 -1.079
3 C 0.673 -1.120 -0.749
4 H -1.017 2.314 -0.821
5 H -0.299 0.366 -2.072
6 H -1.469 -0.610 -1.173
7 H 0.535 -2.082 -1.183
8 H 1.643 -0.827 -1.176
9 H 0.526 0.279 2.040
10 N -0.615 2.035 0.153
11 N 0.006 -0.098 1.210
12 O 0.671 -1.278 0.663

Listed below, in e, are the Löwdin charges computed for each atom: C -0.442; C -0.111; C -0.196; H 0.087; H 0.130; H 0.131; H 0.102; H 0.119; H 0.151; N 0.103; N 0.056; O -0.131

=====

Computed relative energies in units of eV: version A 1.265; version B 0.000; version C 0.358